No. 1
C54H60N3O9S2 | ωB97M-V/def2-TZVPD

Output
F_max in eV/A: 1.3
Charge: +1
2S+1: 1
Calculated total energy in eV: -101533.201

The geometry in XYZ format:
```
128
C54H60N3O9S2 (ωB97M-V/def2-TZVPD)
C 0.17273 1.30727 6.63662
C -0.52567 2.41900 5.86389
N -0.68067 2.18624 4.41591
C 0.56660 1.93252 3.73114
O 1.53487 2.81911 4.22342
C 2.82818 2.63725 3.69544
S 3.56724 4.26148 3.37960
C 2.88009 1.56460 2.57475
S 4.49732 1.51720 1.81786
N 1.70417 1.53688 1.56463
C 2.05611 2.15918 0.23970
O 2.71593 3.37283 0.43399
C 3.49382 3.72017 -0.66694
C 4.66138 4.58458 -0.32418
O 3.19420 3.31203 -1.74924
C 1.50585 0.07842 1.14591
C 0.84045 -0.94032 2.09356
O -0.26343 -1.33446 1.81868
C 1.59969 -1.50461 3.24299
C 0.89753 -1.77675 4.41081
C 1.56476 -2.28701 5.51143
C 2.92967 -2.53034 5.44534
C 3.62763 -2.28617 4.27371
C 2.96990 -1.76376 3.17345
C 0.40626 2.16270 2.20934
C 0.30541 3.65258 1.89107
C -0.94241 4.35467 2.43899
N -1.37935 5.41353 1.51226
O -0.72241 1.46700 1.87203
C -1.33020 1.50661 0.57639
C -2.85254 1.47454 0.75561
C -3.53824 2.57134 -0.08957
C -3.43410 0.08817 0.41194
C -4.59594 -0.30842 1.32596
C -4.09280 -0.63118 2.74214
C -5.35391 -1.50574 0.72553
H -0.27434 0.33290 6.43302
H 1.22477 1.23327 6.34618
H 0.16309 1.51705 7.70411
H -0.01608 3.36629 6.01772
H -1.53841 2.53387 6.25052
H -1.23715 1.34464 4.31176
H 0.86628 0.88844 3.90406
H 3.44685 2.19298 4.47912
H 4.67256 4.05047 4.09852
H 2.79619 0.63307 3.12461
H 4.82950 0.23083 1.99772
H 1.13653 2.27444 -0.32996
H 2.69007 1.47211 -0.31598
H 5.55987 3.97504 -0.41857
H 4.69569 5.43132 -1.00411
H 4.58781 4.94695 0.69670
H 2.48767 -0.29085 0.84834
H 0.89959 0.08860 0.24538
H -0.16783 -1.58658 4.43743
H 1.01249 -2.47958 6.42084
H 3.44114 -2.92024 6.31382
H 4.68599 -2.50031 4.23145
H 3.51380 -1.57374 2.25742
H 0.30360 3.80740 0.81213
H 1.18334 4.18914 2.23664
H -0.67376 4.83542 3.38066
H -1.74458 3.66027 2.67727
H -2.38893 5.45828 1.49535
H -1.08138 5.23295 0.56244
H -1.03661 0.60104 0.04030
H -1.03231 2.35872 -0.03540
H -3.08739 1.70567 1.79467
H -2.87969 3.42148 -0.27717
H -3.85715 2.19093 -1.05934
H -4.41706 2.96839 0.41754
H -3.81847 0.10077 -0.61021
H -2.66305 -0.68149 0.48917
H -5.30406 0.52268 1.40117
H -3.16930 -1.21140 2.67700
H -3.87497 0.28269 3.30036
H -4.83499 -1.18752 3.30974
H -5.73503 -2.17101 1.49956
H -4.68009 -2.10622 0.11129
H -6.19612 -1.19295 0.11165
C 10.43490 0.92372 -7.59494
C 9.20062 0.62074 -8.15915
C 8.06824 0.55946 -7.36505
C 8.16731 0.79278 -5.99925
C 9.41108 1.08029 -5.42948
C 10.54126 1.15255 -6.23368
C 9.55550 1.29769 -3.96413
O 10.62636 1.55503 -3.46068
C 8.32719 1.18240 -3.11874
C 8.44315 1.33198 -1.74226
C 7.31668 1.24069 -0.94392
C 6.07116 1.00803 -1.51961
C 5.95043 0.85500 -2.88943
C 7.08091 0.93415 -3.69249
C 6.93460 0.73791 -5.16769
O 5.84419 0.53764 -5.65617
H 11.31618 0.97773 -8.21976
H 9.12321 0.43360 -9.22167
H 7.10264 0.33029 -7.79354
H 11.49623 1.38477 -5.78350
H 9.41760 1.51651 -1.31177
H 7.41000 1.35406 0.12995
H 5.19135 0.94536 -0.89142
H 4.98901 0.67349 -3.34989
C -7.33195 -8.48154 -1.75965
C -6.31115 -7.60643 -1.40432
C -6.40358 -6.26321 -1.72541
C -7.51440 -5.78896 -2.41208
C -8.53077 -6.67104 -2.78360
C -8.43889 -8.01575 -2.44793
C -9.71775 -6.19870 -3.55390
O -10.60347 -6.96236 -3.86932
C -9.77347 -4.75592 -3.92726
C -10.84284 -4.29860 -4.68656
C -10.92084 -2.96109 -5.03449
C -9.93451 -2.07272 -4.61981
C -8.86477 -2.52384 -3.86607
C -8.77569 -3.86704 -3.52230
C -7.60131 -4.33577 -2.73312
O -6.74250 -3.56059 -2.36579
H -7.26059 -9.52967 -1.50147
H -5.44282 -7.97541 -0.87471
H -5.61929 -5.57183 -1.45044
H -9.23745 -8.68602 -2.73372
H -11.60493 -4.99849 -4.99956
H -11.75220 -2.60734 -5.62943
H -10.00113 -1.02696 -4.88896
H -8.08977 -1.84398 -3.54093
```

=====

No. 2
C54H63N2O16S2 | ωB97M-V/def2-TZVPD

Output
F_max in eV/A: 4.3
Charge: -1
2S+1: 1
Calculated total energy in eV: -114422.688

The geometry in XYZ format:
```
137
C54H63N2O16S2 (ωB97M-V/def2-TZVPD)
C 0.45194 -2.93835 -2.52188
C 1.49854 -3.79954 -1.71185
C 1.59873 -3.44157 -0.18217
C 0.29885 -2.80655 0.41770
C 0.28105 -2.72949 1.97938
C 0.87837 -1.39610 2.56209
C -0.04288 -0.14179 2.34018
C 0.24366 0.63826 1.01727
C -0.28791 2.13239 1.06343
C -0.49078 2.66674 -0.40412
C -1.79702 2.09032 -1.07092
C -1.53062 0.95300 -2.12512
C -2.77707 0.80260 -3.09801
C -3.30876 -0.66529 -3.19136
C -4.24088 -1.07028 -1.98565
C -5.59418 -1.77479 -2.43884
C -6.86328 -1.16621 -1.68452
C -7.33751 -2.23906 -0.65310
S -9.13834 -2.15917 -0.26173
O -9.89355 -2.56640 -1.49516
O -9.33685 -3.17192 0.82558
N -9.56408 -0.57891 0.13026
S -10.92365 -0.51459 1.10539
N -11.78008 0.95185 0.75758
O -11.92300 -1.59501 0.90820
O -10.49612 -0.37447 2.54262
H 0.27475 -1.92221 -2.11658
H 0.86563 -2.78892 -3.55275
H -0.48040 -3.52808 -2.66338
H 1.17209 -4.86536 -1.79387
H 2.48720 -3.65072 -2.18543
H 1.86558 -4.32112 0.45300
H 2.43918 -2.71500 -0.07045
H -0.58637 -3.41078 0.08990
H 0.16691 -1.80383 -0.04076
H -0.72236 -2.88974 2.43119
H 0.92475 -3.56226 2.36767
H 1.92985 -1.24430 2.22694
H 0.93432 -1.55007 3.67222
H -1.10262 -0.46942 2.40916
H 0.16870 0.55545 3.19274
H -0.25376 0.18868 0.12331
H 1.34421 0.66683 0.84577
H -1.27061 2.11412 1.59876
H 0.45974 2.76436 1.59167
H -0.61711 3.77871 -0.37669
H 0.38289 2.44877 -1.05732
H -2.24915 2.93182 -1.65380
H -2.55855 1.76744 -0.32774
H -1.30028 -0.03244 -1.66342
H -0.66994 1.22269 -2.78806
H -2.47432 1.12732 -4.12653
H -3.56400 1.53514 -2.78740
H -3.83812 -0.82394 -4.16434
H -2.41991 -1.34436 -3.23380
H -4.44732 -0.19084 -1.33495
H -3.67123 -1.79348 -1.34956
H -5.69143 -1.69943 -3.54423
H -5.45431 -2.85507 -2.18853
H -7.64890 -1.00766 -2.45701
H -6.52706 -0.21799 -1.21893
H -7.17258 -3.28059 -1.00595
H -6.80807 -2.15517 0.32514
H -12.51807 0.94103 1.46419
H -11.18868 1.75236 0.97917
C -2.40763 2.01014 4.53187
C -2.71761 2.27678 5.79951
C -4.12271 2.47218 6.22038
O -4.40539 2.71953 7.37796
C -5.17061 2.35835 5.18146
C -4.86036 2.09101 3.91322
C -3.45566 1.89602 3.49275
O -3.17346 1.65049 2.33683
H -1.38619 1.86554 4.20456
H -1.96472 2.36358 6.57289
H -6.19042 2.50375 5.50785
H -5.61335 2.00461 3.13960
C 6.43750 -1.99697 -3.41019
C 5.38230 -2.27595 -2.64647
C 5.46070 -3.29102 -1.57198
O 4.49937 -3.54658 -0.87788
C 6.75485 -3.98235 -1.37755
C 7.80973 -3.70284 -2.14166
C 7.73091 -2.68851 -3.21511
O 8.69479 -2.43257 -3.91077
H 6.39934 -1.25866 -4.20118
H 4.42812 -1.77966 -2.77410
H 6.79306 -4.72065 -0.58680
H 8.76384 -4.19847 -2.01464
C 12.46855 2.00613 -5.02950
C 12.86753 0.80469 -4.61526
C 11.91063 -0.31626 -4.48062
O 12.27603 -1.41219 -4.10067
C 10.49472 -0.05480 -4.82471
C 10.09735 1.14836 -5.23904
C 11.05331 2.26958 -5.37364
O 10.69182 3.36487 -5.75300
H 13.15310 2.83824 -5.13377
H 13.89858 0.59363 -4.36049
H 9.80766 -0.88836 -4.72094
H 9.06673 1.36000 -5.49477
C 15.21872 -2.90427 -8.80838
C 14.62866 -4.02499 -9.22118
C 13.50529 -4.62400 -8.46561
O 12.96913 -5.64640 -8.84114
C 13.06195 -3.93027 -7.23613
C 13.65226 -2.80936 -6.82316
C 14.77470 -2.21089 -7.57834
O 15.31192 -1.18769 -7.20378
H 16.04171 -2.45179 -9.34708
H 14.93916 -4.54542 -10.11835
H 12.23894 -4.38210 -6.69702
H 13.34153 -2.28927 -5.92611
C -7.55674 2.23313 9.10626
C -7.71755 1.93067 10.39338
C -7.96883 0.53895 10.82871
O -8.11736 0.26311 12.00213
C -8.03307 -0.50389 9.78069
C -7.87219 -0.20159 8.49326
C -7.62118 1.19009 8.05909
O -7.47231 1.46566 6.88683
H -7.37219 3.24461 8.76841
H -7.67278 2.68000 11.17338
H -8.21704 -1.51587 10.11801
H -7.91681 -0.95067 7.71269
C -4.69118 8.12710 2.77451
C -3.63118 7.32565 2.67954
C -3.49386 6.13108 3.54180
O -2.52733 5.40045 3.45804
C -4.57799 5.85982 4.51086
C -5.63835 6.66034 4.60636
C -5.77599 7.85540 3.74451
O -6.74182 8.58540 3.82888
H -4.80908 9.00570 2.15318
H -2.82905 7.50810 1.97569
H -4.45918 4.98189 5.13105
H -6.44037 6.47678 5.31009
```

=====

Result set for lowest unoccupied orbital energy: -0.1124, -0.0372 Ha, one per record in the order listed.
Result set for frontier orbital gap: 7.839, 4.104 eV, one per record in the order listed.